Record 1
{
  "formula": "C26H21N4O2S",
  "method": "wB97M-V/def2-TZVPD",
  "elements": ["C", "N", "C", "C", "C", "C", "C", "C", "C", "C", "N", "C", "N", "C", "C", "H", "H", "H", "H", "H", "H", "H", "H", "H", "H", "H", "C", "C", "C", "C", "S", "C", "C", "C", "C", "C", "C", "N", "C", "C", "O", "O", "C", "C", "H", "H", "H", "H", "H", "H", "H", "H", "H", "H"],
  "coordinates": [[1.44285, -1.50087, 5.73962], [0.05788, -1.37896, 5.34543], [-0.87982, -2.13558, 6.15539], [-0.24898, -1.01833, 4.03917], [-0.84790, -1.95206, 3.16078], [-1.09231, -1.59497, 1.84613], [-0.90737, -0.24762, 1.43106], [-1.47501, 0.33085, 0.24182], [-2.73310, -0.00613, -0.20645], [-3.49823, 0.86047, -1.02566], [-4.14513, 1.57119, -1.69384], [-3.48362, -1.02669, 0.44707], [-4.12435, -1.87450, 0.94453], [-0.15878, 0.61550, 2.27224], [0.14251, 0.26193, 3.56374], [2.05521, -0.87420, 5.09428], [1.57730, -1.16916, 6.77666], [1.80238, -2.53562, 5.62970], [-1.89898, -1.80908, 5.92325], [-0.81706, -3.22253, 5.98243], [-0.69477, -1.95083, 7.22333], [-1.10041, -2.95487, 3.52729], [-1.40704, -2.37090, 1.14491], [-0.97061, 1.18034, -0.21760], [0.13696, 1.59271, 1.88486], [0.62096, 0.96333, 4.25895], [-1.94757, -1.99019, -5.71917], [-0.65964, -1.58694, -6.10069], [-0.02342, -0.54615, -5.41871], [-0.71442, 0.09247, -4.38291], [-0.03868, 1.53726, -3.54642], [0.35691, 0.90665, -1.97531], [1.46265, 1.50332, -1.33658], [2.30894, 0.76882, -0.44410], [3.50345, 1.32379, 0.00366], [3.84255, 2.65339, -0.32530], [5.09367, 3.25693, 0.06460], [6.12395, 3.77839, 0.30460], [2.97712, 3.40044, -1.13706], [1.79256, 2.86836, -1.59468], [1.15824, 1.89135, -4.26091], [-1.14632, 2.45409, -3.51275], [-1.98093, -0.31770, -3.97954], [-2.58723, -1.38705, -4.63263], [-2.46375, -2.76125, -6.29158], [-0.15017, -2.07059, -6.93704], [0.99299, -0.23946, -5.67204], [0.14204, -0.15085, -1.89279], [2.03488, -0.26128, -0.18820], [4.20165, 0.73516, 0.60457], [3.26049, 4.41135, -1.44334], [1.15340, 3.48851, -2.21847], [-2.47646, 0.20382, -3.15783], [-3.56949, -1.71608, -4.29845]],
  "lowdin_charge": [-0.077, -0.238, -0.085, -0.246, -0.004, -0.030, -0.203, 0.027, -0.223, -0.204, 0.181, -0.208, 0.159, -0.019, -0.012, 0.082, 0.084, 0.086, 0.093, 0.079, 0.083, 0.116, 0.117, 0.104, 0.126, 0.122, -0.100, -0.092, -0.054, -0.272, 0.632, -0.257, -0.309, -0.054, -0.059, -0.280, -0.218, 0.089, -0.053, -0.055, -0.334, -0.335, -0.068, -0.080, 0.094, 0.097, 0.111, 0.078, 0.106, 0.107, 0.116, 0.102, 0.076, 0.102],
  "multiplicity": 1,
  "gap_ev": 5.3,
  "fmax_ha_per_bohr": 0.0586,
  "e_lumo_ev": 1.4636,
  "homo_ev": -3.83,
  "total_energy_ev": -48191.8095,
  "charge": -1
}

---

Record 2
{
  "formula": "C26H22ClMnO3P",
  "method": "wB97M-V/def2-TZVPD",
  "elements": ["Cl", "C", "C", "C", "H", "C", "C", "H", "H", "H", "C", "Mn", "C", "C", "O", "O", "H", "H", "H", "O", "P", "C", "C", "C", "C", "C", "C", "C", "C", "C", "C", "C", "C", "C", "C", "C", "C", "C", "C", "H", "H", "H", "H", "H", "H", "H", "H", "H", "H", "H", "H", "H", "H", "H"],
  "coordinates": [[-1.39420, -1.99951, -2.30343], [1.77455, -2.38495, -4.05232], [2.51048, -1.14165, -3.81747], [1.71366, -0.05868, -4.31917], [3.57937, -1.12570, -3.56772], [0.44936, -0.58589, -4.72789], [0.50901, -2.02999, -4.60448], [-0.31075, -2.71926, -4.85484], [2.18703, -3.39334, -3.93078], [1.98410, 1.00929, -4.33070], [-0.74986, 0.20684, -5.11779], [0.91232, -1.36961, -2.27679], [2.39885, -0.46998, -1.52044], [0.76257, -2.59674, -0.94225], [3.31200, -0.05752, -0.93003], [0.84547, -3.35324, -0.06737], [-0.75045, 1.18757, -4.61153], [-1.67351, -0.33222, -4.85352], [-0.71326, 0.36346, -6.20518], [-0.35982, 0.18763, -0.58964], [-0.36292, 0.36205, 0.89866], [1.16141, 1.15837, 1.43547], [2.18802, 0.41164, 2.03430], [3.35459, 1.05920, 2.44894], [3.53172, 2.41247, 2.14733], [2.56978, 3.12100, 1.41694], [1.38440, 2.48875, 1.03833], [-1.75394, 1.43725, 1.22769], [-2.75116, 1.01430, 2.11579], [-3.84140, 1.84695, 2.35727], [-3.96227, 3.04665, 1.65291], [-3.02951, 3.40016, 0.67400], [-1.94333, 2.56671, 0.40882], [-0.64320, -1.13148, 1.86579], [-1.45537, -2.17655, 1.38687], [-1.76835, -3.23052, 2.24486], [-1.25914, -3.25671, 3.54826], [-0.45906, -2.21777, 4.02643], [-0.18114, -1.14004, 3.19031], [2.07083, -0.66746, 2.17414], [4.10833, 0.48571, 2.99667], [4.43599, 2.91339, 2.47063], [2.73414, 4.16084, 1.13034], [0.65088, 2.99578, 0.40595], [-2.66126, 0.03816, 2.60636], [-4.56497, 1.53973, 3.11081], [-4.78785, 3.70659, 1.87232], [-3.13164, 4.32850, 0.11136], [-1.25669, 2.77083, -0.42175], [-1.82712, -2.14576, 0.35404], [-2.40783, -4.03760, 1.88398], [-1.49039, -4.08662, 4.20230], [-0.05235, -2.20683, 5.04083], [0.41395, -0.30421, 3.56639]],
  "lowdin_charge": [0.255, -0.119, -0.150, -0.013, 0.146, -0.260, -0.060, 0.134, 0.141, 0.148, -0.020, 0.352, -0.054, -0.190, 0.192, 0.192, 0.100, 0.084, 0.112, -0.352, 0.791, -0.272, -0.099, -0.038, -0.032, -0.042, -0.060, -0.162, 0.005, 0.034, 0.050, 0.004, 0.006, -0.318, -0.095, -0.042, -0.032, -0.038, -0.094, 0.114, 0.127, 0.121, 0.122, 0.096, 0.124, 0.142, 0.141, 0.135, 0.127, 0.069, 0.125, 0.119, 0.125, 0.109],
  "multiplicity": 4,
  "gap_ev": [6.6, 4.2],
  "fmax_ha_per_bohr": 0.1168,
  "e_lumo_ev": [-7.8364, -10.6151],
  "homo_ev": [-14.39, -14.81],
  "s2": 4.19,
  "total_energy_ev": -86574.9298,
  "charge": 2
}

---

Record 3
{
  "formula": "C26H22ClNO7RhS",
  "method": "wB97M-V/def2-TZVPD",
  "elements": ["Rh", "C", "O", "C", "C", "C", "C", "C", "C", "O", "C", "O", "C", "H", "H", "H", "H", "H", "H", "H", "H", "H", "O", "S", "N", "C", "C", "C", "C", "Cl", "C", "C", "C", "O", "C", "C", "O", "O", "H", "H", "H", "H", "H", "H", "H", "H", "C", "C", "C", "C", "C", "C", "C", "C", "H", "H", "H", "H", "H"],
  "coordinates": [[0.39524, 1.36334, -1.54241], [-1.14287, 6.13178, 2.55931], [-0.03131, 5.51726, 3.19520], [0.64870, 4.60132, 2.46685], [1.55178, 3.79624, 3.20369], [2.19362, 2.78329, 2.55808], [1.98204, 2.50461, 1.18399], [2.51594, 1.31018, 0.60983], [3.60759, 0.54623, 1.32216], [2.15340, 0.80069, -0.47287], [1.14008, 3.37344, 0.42990], [0.94863, 3.24274, -0.83330], [0.48469, 4.42683, 1.11865], [-1.64550, 6.71154, 3.32916], [-1.82028, 5.37506, 2.15707], [-0.81979, 6.79993, 1.75694], [1.67796, 3.96924, 4.26311], [2.83992, 2.13579, 3.13587], [4.29595, 1.19968, 1.85269], [4.14513, -0.04720, 0.58619], [3.14783, -0.13544, 2.03875], [-0.20624, 5.01918, 0.53823], [4.01642, 1.62903, -3.83738], [2.95012, 2.15712, -2.99105], [1.63404, 1.49959, -3.05741], [1.62544, -2.47519, 0.91484], [0.13014, -2.53936, 0.83669], [-0.51437, -3.68665, 0.41144], [-1.89640, -3.72082, 0.30412], [-2.67149, -5.18366, -0.25195], [-2.65403, -2.61203, 0.60924], [-2.02245, -1.45189, 1.04663], [-0.64271, -1.41717, 1.16812], [0.04683, -0.32986, 1.60744], [-0.72799, 0.76021, 2.07223], [-1.44360, 1.59420, 1.00435], [-2.29146, 2.37483, 1.41522], [-1.17335, 1.36919, -0.22902], [2.06302, -3.43628, 0.64545], [1.95232, -2.21385, 1.92313], [2.00757, -1.70817, 0.24071], [0.06557, -4.55887, 0.13699], [-3.72907, -2.63638, 0.49747], [-2.62781, -0.57893, 1.25041], [-0.05058, 1.41756, 2.61196], [-1.48979, 0.41863, 2.77741], [-0.32576, -0.34389, -2.20506], [-0.76801, -1.38751, -2.62889], [-1.24873, -2.62491, -3.16728], [-0.35789, -3.67437, -3.41715], [-0.80709, -4.86954, -3.95305], [-2.15242, -5.04180, -4.25525], [-3.04547, -4.01036, -4.00230], [-2.60158, -2.81549, -3.45870], [0.68830, -3.52994, -3.18553], [-0.10395, -5.67146, -4.14097], [-2.50279, -5.97757, -4.67257], [-4.09836, -4.14027, -4.22197], [-3.29511, -2.00990, -3.25541]],
  "lowdin_charge": [1.146, -0.073, -0.072, -0.278, -0.017, -0.046, -0.122, -0.347, 0.005, -0.096, -0.347, -0.186, 0.056, 0.088, 0.098, 0.091, 0.111, 0.109, 0.082, 0.095, 0.085, 0.120, -0.567, 0.710, -0.511, -0.024, -0.190, -0.077, -0.671, 0.635, -0.099, 0.004, -0.230, -0.036, -0.094, -0.640, 0.034, -0.146, 0.079, 0.078, 0.073, 0.109, 0.105, 0.116, 0.116, 0.132, -0.119, -0.113, -0.264, -0.046, -0.100, -0.118, -0.107, -0.048, 0.113, 0.095, 0.092, 0.096, 0.113],
  "multiplicity": 1,
  "gap_ev": [6.7, 6.7],
  "fmax_ha_per_bohr": 0.0244,
  "de_lowest_kcal_mol": 29.00,
  "e_lumo_ev": [1.2932, 1.3850],
  "homo_ev": [-5.41, -5.36],
  "total_energy_ev": -69506.7646,
  "charge": -1
}

---

Record 4
{
  "formula": "C26H22ClO3PZr",
  "method": "wB97M-V/def2-TZVPD",
  "elements": ["Cl", "C", "C", "C", "H", "C", "C", "H", "H", "H", "C", "Zr", "C", "C", "O", "O", "H", "H", "H", "O", "P", "C", "C", "C", "C", "C", "C", "C", "C", "C", "C", "C", "C", "C", "C", "C", "C", "C", "C", "H", "H", "H", "H", "H", "H", "H", "H", "H", "H", "H", "H", "H", "H", "H"],
  "coordinates": [[-2.13850, -1.43015, -4.53720], [0.37236, 2.78669, -3.50322], [-0.19622, 3.48245, -2.38326], [-1.61895, 3.27679, -2.42683], [0.34718, 4.27550, -1.83733], [-1.92897, 2.44904, -3.55098], [-0.69993, 2.13536, -4.19706], [-0.62052, 1.64232, -5.15873], [1.37600, 2.97334, -3.90706], [-2.35926, 3.88971, -1.88696], [-3.27124, 1.98825, -3.98745], [-0.43890, 1.00249, -2.05210], [1.64634, 1.49348, -1.39976], [-0.02222, -0.88746, -3.34855], [2.73450, 1.59041, -1.00841], [0.51205, -1.94615, -3.35985], [-3.88775, 1.88380, -3.09207], [-3.14792, 0.99660, -4.44007], [-3.79889, 2.64902, -4.69237], [-0.90037, -0.03563, -0.21769], [0.06745, -0.63374, 0.86391], [1.05656, -1.98446, 0.24274], [0.78669, -3.29073, 0.69308], [1.55256, -4.38065, 0.29329], [2.59685, -4.20428, -0.62658], [2.84193, -2.91076, -1.13901], [2.07407, -1.83442, -0.71255], [0.84579, 0.78250, 1.61119], [0.21411, 2.03752, 1.60291], [0.80776, 3.13192, 2.22778], [2.02558, 2.96929, 2.91188], [2.65106, 1.71413, 2.94015], [2.07066, 0.62934, 2.27759], [-0.97358, -1.31045, 2.12148], [-0.31837, -1.74799, 3.28064], [-1.04714, -2.22149, 4.36627], [-2.45875, -2.22954, 4.27552], [-3.11133, -1.75845, 3.12545], [-2.36926, -1.28847, 2.04316], [-0.04197, -3.43987, 1.37440], [1.33406, -5.38176, 0.71193], [3.20144, -5.06051, -0.94273], [3.65609, -2.77853, -1.87611], [2.25193, -0.84096, -1.11724], [-0.74619, 2.18123, 1.10501], [0.31556, 4.11625, 2.17850], [2.48993, 3.82954, 3.40845], [3.60230, 1.56868, 3.47963], [2.56061, -0.33902, 2.29619], [0.76634, -1.69996, 3.34459], [-0.51906, -2.57527, 5.26166], [-3.04981, -2.61468, 5.11871], [-4.21557, -1.75668, 3.07091], [-2.87709, -0.89359, 1.17414]],
  "lowdin_charge": [0.047, -0.190, -0.154, -0.064, 0.151, -0.338, -0.140, 0.146, 0.151, 0.154, -0.022, 1.654, -0.034, -0.325, 0.214, 0.033, 0.098, 0.016, 0.122, -0.485, 0.876, -0.272, -0.049, -0.028, -0.013, -0.045, -0.110, -0.316, -0.092, -0.048, -0.027, -0.031, -0.068, -0.320, -0.092, -0.034, -0.031, -0.047, -0.053, 0.108, 0.135, 0.128, 0.132, 0.062, 0.104, 0.126, 0.128, 0.132, 0.117, 0.111, 0.125, 0.124, 0.128, 0.105],
  "multiplicity": 1,
  "gap_ev": [5.1, 5.1],
  "fmax_ha_per_bohr": 0.1270,
  "de_lowest_kcal_mol": 77.81,
  "e_lumo_ev": [-9.6390, -9.6417],
  "homo_ev": [-14.77, -14.77],
  "total_energy_ev": -56537.8812,
  "charge": 2
}

---

Question: Look up the multiplicity of the second one.
Answer: 4